(1)
Entry from OMol25: a cluster of 6 separate species, C35H77BN7O8PS in total (ωB97M-V/def2-TZVPD).

Summary:
Highest occupied orbital energy, Ha: -0.297
E_LUMO, eV: -1.377
SMILES string: C#CCCCC1=C(B(N)O)C(=O)C(CCCCN)=C([PH2]=S)C1=O.COC[C@@H](C)N.COC[C@@H](C)N.COC[C@@H](C)N.COC[C@@H](C)N.COC[C@@H](C)N

The geometry in ORCA input format:
```
! RIJCOSX wB97M-V def2-TZVPD def2/J DEFGRID3
* xyz 0 1
C -1.34332 -6.38643 -2.25145
C -0.71284 -6.67446 -3.22856
C 0.03849 -7.02956 -4.42836
C 1.55468 -6.92679 -4.24391
C 2.16744 -5.49274 -4.26582
C 1.20222 -4.40348 -4.60236
C 0.70247 -4.13431 -5.82220
B 1.06578 -4.95620 -7.12942
N 0.12356 -5.05267 -8.24169
O 2.25082 -5.64707 -7.23523
C -0.25246 -3.00523 -5.94808
O -0.46472 -2.45608 -7.00949
C -1.00186 -2.53780 -4.72720
C -2.28983 -1.85266 -5.02559
C -3.32753 -2.91273 -5.49191
C -3.15952 -4.27219 -4.80053
C -4.39889 -5.18524 -4.91501
N -4.30786 -6.19884 -5.96843
C -0.46912 -2.78526 -3.52609
P -1.19148 -2.20995 -1.96931
S -0.30226 -0.66504 -1.16903
C 0.79368 -3.54846 -3.43436
O 1.47763 -3.49715 -2.43809
H -1.97830 -6.05815 -1.46612
H -0.33600 -6.42692 -5.25354
H -0.20464 -8.06514 -4.67260
H 2.06250 -7.55251 -4.97423
H 1.79538 -7.35743 -3.27489
H 3.00596 -5.45667 -4.95278
H 2.56003 -5.26786 -3.27879
H 0.27985 -4.31960 -8.92673
H -0.82586 -4.90157 -7.91670
H 2.05797 -6.54940 -7.51829
H -2.12818 -1.16112 -5.84895
H -2.65513 -1.27384 -4.18422
H -3.13149 -3.06053 -6.55500
H -4.34106 -2.54241 -5.36123
H -2.96721 -4.11152 -3.73877
H -2.33289 -4.82297 -5.24999
H -4.46842 -5.72231 -3.97163
H -5.29392 -4.58024 -5.05967
H -3.80117 -5.86352 -6.77616
H -3.87497 -7.04152 -5.62148
H -1.27280 -3.32572 -1.11744
H -2.53458 -1.90049 -2.21482
C 1.42119 5.29869 -2.77884
O 1.79890 4.85782 -1.48987
C 0.75512 4.79874 -0.53706
C -0.11037 3.53313 -0.59587
C -1.11149 3.52936 -1.74753
N 0.67459 2.30097 -0.66293
H 0.63166 6.05462 -2.72666
H 1.08774 4.46934 -3.40713
H 2.30087 5.74341 -3.24365
H 1.25250 4.81750 0.43520
H 0.13357 5.70301 -0.59368
H -0.68280 3.50939 0.33705
H -0.63143 3.29778 -2.69858
H -1.86872 2.76482 -1.57665
H -1.61560 4.49416 -1.84120
H 1.26676 2.21977 0.15931
H 1.33089 2.38327 -1.43495
C 4.41196 6.70235 4.57454
O 3.91155 6.87633 3.26228
C 4.83210 6.64997 2.21058
C 5.02482 5.16995 1.84478
C 5.89646 4.39658 2.83113
N 3.74383 4.47449 1.70377
H 5.45589 7.01854 4.65809
H 4.31446 5.66138 4.89333
H 3.80627 7.31445 5.24305
H 4.40564 7.16251 1.34500
H 5.79426 7.13059 2.43181
H 5.53088 5.14266 0.87546
H 5.35756 4.15463 3.74710
H 6.21417 3.45357 2.38619
H 6.79091 4.96186 3.09995
H 3.20209 4.91799 0.96691
H 3.20810 4.66128 2.54897
C 2.13622 7.13453 9.16427
O 2.59740 6.74122 7.88675
C 2.46629 5.36409 7.59001
C 1.07715 4.93783 7.09733
C 0.03524 4.84245 8.20787
N 0.56438 5.81095 6.03949
H 2.31504 6.35456 9.91056
H 1.07280 7.38548 9.15086
H 2.69120 8.02702 9.45209
H 3.17856 5.17667 6.78320
H 2.78478 4.75630 8.44819
H 1.19275 3.93971 6.66725
H -0.32330 5.82539 8.51455
H -0.83028 4.27966 7.85869
H 0.43716 4.33420 9.08714
H 1.19116 5.78202 5.23992
H 0.61883 6.77035 6.37166
C -5.87600 -2.87400 -1.94349
O -5.11806 -4.00944 -1.56956
C -5.34724 -4.49107 -0.25813
C -6.57803 -5.39514 -0.11383
C -7.90250 -4.63889 -0.12032
N -6.62628 -6.44419 -1.13565
H -6.04166 -2.20509 -1.09433
H -6.83704 -3.15562 -2.37996
H -5.30721 -2.33807 -2.70510
H -4.46221 -5.08420 -0.01083
H -5.38278 -3.65438 0.45176
H -6.48620 -5.88731 0.85917
H -8.18892 -4.33298 -1.12652
H -8.69830 -5.27821 0.25961
H -7.85432 -3.74825 0.50922
H -5.80110 -7.03187 -1.05967
H -6.53998 -6.00056 -2.04652
C 0.66330 1.24776 5.41811
O 1.36535 2.20955 4.65579
C 2.77091 2.06199 4.63273
C 3.30184 1.03829 3.62086
C 3.12379 -0.41185 4.05959
N 2.71668 1.20881 2.29170
H 1.23436 0.94454 6.30197
H 0.41733 0.36364 4.82528
H -0.26954 1.70843 5.74443
H 3.15585 3.04542 4.34473
H 3.14741 1.84863 5.64423
H 4.37694 1.22742 3.53414
H 2.09560 -0.74958 3.92758
H 3.75530 -1.06256 3.45603
H 3.39962 -0.54858 5.10797
H 2.92993 2.15036 1.96571
H 1.70444 1.19944 2.39702
*
```

(2)
Entry from OMol25: a cluster of 7 separate species, C35H78N2O14 in total (ωB97M-V/def2-TZVPD).

Summary:
Highest occupied orbital energy, Ha: -0.332
E_LUMO, eV: 0.488
SMILES string: CCC[C@@H](C#N)[C@@H](C#N)OCCOCC.COCCOC.COCCOC.COCCOC.COCCOC.COCCOC.COCCOC

The geometry in ORCA input format:
```
! RIJCOSX wB97M-V def2-TZVPD def2/J DEFGRID3
* xyz 0 1
C 8.31473 -2.67283 -2.36817
C 7.34019 -1.62773 -2.94835
C 6.26624 -1.32377 -1.90228
C 5.26101 -0.20125 -2.31387
C 5.25745 0.02952 -3.77064
N 5.23145 0.28441 -4.89255
C 3.85275 -0.55282 -1.79467
C 3.96208 -0.60711 -0.30413
N 4.10416 -0.60042 0.83651
O 2.88689 0.40323 -2.10459
C 2.02111 0.01547 -3.17463
C 1.04149 -1.11261 -2.78382
O 0.93807 -2.13866 -3.74345
C 2.01714 -3.05193 -3.74705
C 2.10137 -3.91946 -2.49603
H 8.85114 -2.21769 -1.53326
H 7.76128 -3.53636 -2.00264
H 9.05756 -2.97770 -3.10258
H 6.91571 -2.02506 -3.87141
H 7.89017 -0.71753 -3.18947
H 6.79285 -0.99349 -1.00560
H 5.73548 -2.23531 -1.61551
H 5.57413 0.69931 -1.78717
H 3.59877 -1.55867 -2.13926
H 2.57838 -0.24094 -4.08079
H 1.45235 0.91009 -3.41638
H 0.04897 -0.67352 -2.70231
H 1.29589 -1.45852 -1.77704
H 2.95947 -2.53438 -3.97288
H 1.83615 -3.71738 -4.59259
H 1.15460 -4.44110 -2.35826
H 2.26925 -3.33668 -1.58612
H 2.91940 -4.63633 -2.55248
C -0.91184 2.22390 -5.29191
O 0.15379 1.58216 -5.96996
C -0.28637 0.71017 -7.00155
C -0.13917 1.34197 -8.36866
O -1.00519 2.45552 -8.52910
C -0.34823 3.70125 -8.37614
H -0.48445 3.01377 -4.67534
H -1.62572 2.66776 -5.98924
H -1.43465 1.51344 -4.64118
H -1.32316 0.40536 -6.83226
H 0.33962 -0.18662 -6.95767
H -0.41467 0.60378 -9.12824
H 0.90092 1.63337 -8.54153
H 0.28210 3.91153 -9.24687
H 0.26201 3.72928 -7.47063
H -1.11392 4.47270 -8.30889
C -3.99569 -0.04499 0.70519
O -3.49397 -1.20158 1.35384
C -2.87144 -2.11508 0.46319
C -1.36258 -2.01503 0.52271
O -0.89970 -0.76379 0.03673
C -0.54730 0.14169 1.07069
H -4.26029 0.67803 1.47540
H -3.25100 0.40123 0.04230
H -4.89536 -0.28888 0.12919
H -3.22320 -1.95664 -0.56067
H -3.16970 -3.12294 0.77019
H -0.93418 -2.79198 -0.11972
H -1.00928 -2.18752 1.54334
H 0.39536 -0.16039 1.53926
H -1.32789 0.20983 1.83141
H -0.40897 1.12255 0.61814
C -7.15727 -3.87856 1.39057
O -6.89554 -3.61881 2.75681
C -6.39557 -2.30892 2.98987
C -7.47315 -1.38543 3.51470
O -8.48259 -1.14418 2.54589
C -9.66287 -1.89765 2.77137
H -7.72032 -4.80890 1.33176
H -7.74586 -3.07993 0.93260
H -6.21885 -4.00031 0.83739
H -5.94795 -1.89874 2.08120
H -5.60524 -2.39278 3.74181
H -7.01876 -0.41749 3.75144
H -7.91056 -1.78781 4.43327
H -10.21621 -1.49614 3.62764
H -9.44102 -2.95354 2.94237
H -10.28627 -1.80830 1.88275
C -11.38020 3.52317 6.58390
O -11.07621 2.69913 7.69535
C -11.83903 1.50298 7.73207
C -11.04213 0.31443 7.23908
O -10.73045 0.42777 5.85868
C -9.40060 0.85413 5.61829
H -10.61659 4.29725 6.52760
H -11.37973 2.95762 5.64924
H -12.35622 4.00183 6.71825
H -12.75698 1.61243 7.14706
H -12.12210 1.32958 8.77505
H -11.64583 -0.59016 7.36284
H -10.13062 0.19667 7.83237
H -8.69937 0.04167 5.83575
H -9.14001 1.73140 6.21474
H -9.31749 1.10829 4.56198
C 6.81577 4.13715 -0.84098
O 7.41937 3.62925 -2.01871
C 6.50227 3.46572 -3.09272
C 6.60316 4.59139 -4.09815
O 6.18945 5.83034 -3.54084
C 7.27101 6.66465 -3.16733
H 7.61303 4.41989 -0.15553
H 6.20010 5.01493 -1.04938
H 6.19892 3.36770 -0.36239
H 5.47692 3.38467 -2.71657
H 6.75233 2.52340 -3.58992
H 5.93572 4.37303 -4.93703
H 7.62331 4.66299 -4.48640
H 7.75403 7.08669 -4.05538
H 8.01182 6.12600 -2.57205
H 6.86768 7.48218 -2.57147
C 7.69795 -1.87756 5.03171
O 6.69931 -0.94967 4.65284
C 5.68997 -1.51649 3.82448
C 4.43423 -1.82798 4.60723
O 4.64800 -2.85789 5.56477
C 4.81260 -2.36867 6.88259
H 8.29817 -1.41781 5.81577
H 7.26468 -2.80412 5.41622
H 8.34939 -2.10802 4.18109
H 6.06104 -2.41837 3.32769
H 5.44894 -0.78304 3.05363
H 3.66854 -2.18510 3.91239
H 4.05594 -0.92332 5.09207
H 3.85413 -2.02419 7.28670
H 5.53841 -1.55328 6.92440
H 5.17192 -3.19168 7.49907
*
```

(3)
Entry from OMol25: a cluster of 3 separate species, C35H79BClN3O13P3 in total (ωB97M-V/def2-TZVPD).

Summary:
Highest occupied orbital energy, Ha: -0.406
E_LUMO, eV: -3.544

The geometry in ORCA input format:
```
! RIJCOSX wB97M-V def2-TZVPD def2/J DEFGRID3
* xyz 1 1
C 0.84015 -1.76682 -1.85032
C -0.69609 -1.32541 -1.83783
C -1.22871 -0.62251 -3.17218
C -0.22293 0.39999 -3.87351
C -0.43015 1.93790 -3.46404
C 0.07958 2.26372 -1.94960
C 1.57056 2.82023 -1.89676
C 1.90194 4.05784 -0.96612
C 0.64480 5.02223 -0.73223
C 1.17495 6.28761 0.07634
C 0.12486 7.48327 0.17833
C -1.24365 7.26162 -0.67504
C -2.31359 6.33800 0.09454
C -3.35125 5.58358 -0.86434
O -3.56472 6.22274 -2.14044
C 1.87424 5.87001 1.50706
Cl 2.42718 7.59450 2.02009
C 0.72973 5.49293 2.49227
C 1.00294 4.69433 3.82746
C -0.27801 4.71350 4.83419
N -0.30697 5.93658 5.68803
N 3.03734 4.95644 1.22507
C 4.09689 4.83744 2.27390
C 4.10984 3.73837 3.38931
C 5.65985 3.63511 3.89169
N 6.45498 4.85309 4.01153
O 6.14126 2.49272 4.13177
C 2.73362 3.70376 0.41145
B 1.84514 2.53459 1.06246
O 0.39734 2.55097 1.24110
O 2.45116 1.26777 1.47915
P 4.36239 3.01374 -0.40734
C 5.48709 2.14140 0.80002
O 5.30587 4.37155 -0.96761
H 1.46262 -0.79808 -1.95154
H 1.14839 -2.19709 -0.82548
H 1.13090 -2.48890 -2.67948
H -0.90725 -0.67903 -0.92436
H -1.30834 -2.29385 -1.68490
H -1.61233 -1.42650 -3.88532
H -2.16014 -0.00873 -2.86926
H -0.44136 0.34559 -5.00714
H 0.88333 0.15950 -3.76286
H -1.55317 2.13955 -3.48999
H 0.08731 2.58575 -4.24953
H 0.07255 1.23503 -1.42398
H -0.74068 2.87032 -1.46746
H 1.81316 3.15539 -2.97803
H 2.23547 1.88640 -1.76471
H 2.66428 4.71160 -1.54745
H 0.28616 5.30174 -1.79328
H -0.25002 4.54297 -0.22328
H 2.06693 6.70205 -0.53703
H 0.59735 8.42804 -0.28572
H -0.22246 7.78422 1.21384
H -1.72062 8.31181 -0.71752
H -1.05633 6.96769 -1.75588
H -2.91667 7.04629 0.77729
H -1.85188 5.56035 0.78767
H -2.98974 4.49029 -0.94308
H -4.36699 5.52258 -0.32315
H -3.77116 5.51760 -2.78564
H -0.11767 4.96391 1.91241
H 0.22882 6.47290 2.84472
H 1.29984 3.60210 3.73667
H 1.82711 5.25839 4.41112
H -0.09734 3.81697 5.53733
H -1.21563 4.58773 4.19275
H -1.30247 6.10607 5.89877
H 0.08923 6.74698 5.19297
H 3.53920 5.53170 0.48841
H 4.28090 5.82497 2.84471
H 5.10259 4.74228 1.70915
H 3.55609 3.98109 4.37224
H 3.85475 2.66712 3.13632
H 5.81922 5.55928 4.41938
H 7.22614 4.68373 4.67438
H 0.20630 2.14123 2.11587
H 2.08174 1.07640 2.36807
H 6.24582 2.87797 1.25828
H 6.12755 1.38645 0.20739
H 5.01171 1.56168 1.64730
H 6.16730 4.34220 -0.49136
O -2.41335 -2.83982 2.63652
P -1.75137 -4.18217 2.30011
O -2.39811 -4.96066 3.61674
C -3.81648 -5.05148 3.71490
C -4.36792 -6.12639 2.79756
O -0.27083 -3.75398 2.92435
C 0.21255 -2.42484 2.75726
C 0.01113 -1.63109 4.03708
O -1.03479 -5.67012 1.86569
C -0.28912 -6.45470 2.80129
C -1.09632 -7.64108 3.29132
H -4.28347 -4.08848 3.49414
H -4.05721 -5.29386 4.75313
H -4.02987 -5.98098 1.76692
H -5.46039 -6.12278 2.81328
H -4.02666 -7.11531 3.11189
H -0.27416 -1.93726 1.90656
H 1.27797 -2.48327 2.52463
H -1.00587 -1.72657 4.42386
H 0.23289 -0.57175 3.87501
H 0.67649 -2.00756 4.82066
H 0.07505 -5.87456 3.64888
H 0.58673 -6.82254 2.26040
H -1.81229 -7.33976 4.05892
H -0.44045 -8.38980 3.74674
H -1.66158 -8.10582 2.47843
O -2.78993 -5.19385 -3.27335
P -1.80693 -5.97265 -4.15792
O -2.97246 -6.78328 -5.02056
C -3.90211 -6.01621 -5.77798
C -3.28325 -5.51321 -7.06872
O -1.44612 -7.10825 -3.00050
C -1.37340 -6.72719 -1.62840
C -2.64526 -7.13481 -0.90492
O -0.60810 -6.70204 -5.13129
C -0.58222 -8.11176 -5.37218
C -1.09763 -8.44325 -6.75924
H -4.28549 -5.17888 -5.18952
H -4.75250 -6.66423 -6.00497
H -2.35184 -4.97064 -6.87790
H -3.97497 -4.85088 -7.59497
H -3.04022 -6.34675 -7.73140
H -1.18822 -5.65276 -1.53224
H -0.51800 -7.23898 -1.18371
H -3.54411 -6.82210 -1.44201
H -2.66808 -6.71304 0.10264
H -2.69833 -8.22541 -0.82449
H -1.13153 -8.68178 -4.62324
H 0.46627 -8.41305 -5.30368
H -2.18912 -8.42137 -6.78900
H -0.79331 -9.45356 -7.05055
H -0.73381 -7.72993 -7.50416
*
```

Asked for E_tot across the records above, the calculation gives -3129.2718 -2542.9048 -4032.0624 a.u. in order.